[1]
Computed, not measured: 2 unconnected molecules or ions with the total composition C7H18BrN2 in a non-equilibrium geometry, with wB97M-V/def2-TZVPD.

ORCA input file:
```
! wB97M-V def2-TZVPD RIJCOSX def2/J DEFGRID3
* xyz 1 1
C -1.818 -1.822 0.642
C -2.480 0.346 -0.423
C -0.936 -1.287 -1.568
C 3.372 1.910 -0.318
C 0.187 0.145 1.885
C 0.456 1.068 -0.289
C -1.383 -0.647 -0.194
N 2.904 0.795 0.375
N -0.085 -0.099 0.406
Br 3.110 -0.959 -0.071
H -1.193 -2.694 0.443
H -1.713 -1.661 1.673
H -2.781 -1.927 0.587
H -2.902 0.682 0.583
H -3.220 -0.044 -0.990
H -2.252 1.303 -0.819
H -0.419 -0.537 -2.270
H -0.246 -2.137 -1.490
H -1.845 -1.456 -2.164
H 4.570 1.812 -0.382
H 3.102 1.874 -1.332
H 3.184 2.895 0.143
H 1.039 0.699 2.065
H -0.591 0.546 2.351
H 0.376 -0.903 2.239
H 0.968 0.921 -1.265
H -0.040 2.073 -0.217
H 0.636 -0.898 0.398
*
```

Values from the calculation:
Gap between HOMO and LUMO (alpha / beta), eV: 8.846 / 8.468
Highest occupied orbital energy (alpha / beta), eV: -12.96 / -12.76

Here are the natural (NBO) charges for atoms 1 to 5, given in e: atom 1 (C): -0.62, atom 2 (C): -0.64, atom 3 (C): -0.64, atom 4 (C): -0.49, atom 5 (C): -0.38

***

[2]
Computed, not measured: a single C4H4ClNOS molecule in a non-equilibrium geometry, with wB97M-V/def2-TZVPD.

ORCA input file:
```
! wB97M-V def2-TZVPD RIJCOSX def2/J DEFGRID3
* xyz 0 3
C -0.375 0.689 -1.010
C -0.343 -0.034 0.179
C 0.592 0.091 -1.831
C -0.923 -0.021 1.528
N 0.736 -1.082 0.096
O 1.144 -0.993 -1.261
S 1.081 0.667 -3.338
Cl 0.352 0.636 2.678
H -0.885 1.601 -1.362
H -1.015 -1.182 1.854
H -1.877 0.499 1.703
H 1.513 -0.872 0.764
*
```

Values from the calculation:
Gap between HOMO and LUMO (alpha / beta), eV: 7.272 / 6.484
Highest occupied orbital energy (alpha / beta), eV: -6.46 / -9.54

Here are the natural (NBO) charges for atoms 1 to 5, given in e: atom 1 (C): -0.29, atom 2 (C): 0.06, atom 3 (C): 0.00, atom 4 (C): -0.40, atom 5 (N): -0.27

***

[3]
Computed, not measured: 2 unconnected molecules or ions with the total composition C4H14NS2 in a non-equilibrium geometry, with wB97M-V/def2-TZVPD.

ORCA input file:
```
! wB97M-V def2-TZVPD RIJCOSX def2/J DEFGRID3
* xyz 1 1
C -2.031 -0.432 0.218
S -0.615 -1.033 -0.744
S -1.311 -1.256 -2.671
H -2.512 0.407 -0.279
H -1.670 -0.172 1.211
H -2.780 -1.218 0.309
H -2.195 -2.244 -2.435
C 1.980 0.761 1.575
C 0.856 1.750 1.489
C 1.502 3.154 1.487
N 1.477 -0.659 1.692
H 2.685 0.816 0.749
H 2.588 0.935 2.466
H 0.170 1.728 2.341
H 0.262 1.625 0.585
H 1.953 3.332 2.463
H 2.271 3.221 0.715
H 0.817 3.967 1.258
H 0.868 -0.779 2.499
H 0.919 -0.918 0.855
H 2.240 -1.332 1.766
*
```

Values from the calculation:
Gap between HOMO and LUMO, eV: 8.973
Highest occupied orbital energy, eV: -12.41

Here are the natural (NBO) charges for atoms 1 to 5, given in e: atom 1 (C): -0.74, atom 2 (S): -0.01, atom 3 (S): -0.04, atom 4 (H): 0.25, atom 5 (H): 0.21

***

[4]
Computed, not measured: a molecular structure, C7H28FN14NiO7 in a non-equilibrium geometry, with wB97M-V/def2-TZVPD.

ORCA input file:
```
! wB97M-V def2-TZVPD RIJCOSX def2/J DEFGRID3
* xyz 0 4
Ni 2.100 -11.169 -2.350
F 1.780 -10.714 -0.395
C 6.090 -9.615 0.545
O 7.124 -10.108 0.917
N 5.993 -8.319 0.702
N 5.029 -10.174 0.053
H 5.465 -7.902 -0.052
H 6.475 -7.776 1.404
H 4.145 -9.685 0.059
H 5.151 -11.172 0.144
C -0.421 -12.949 -2.299
O 0.694 -12.688 -2.026
N -0.812 -14.167 -2.589
N -1.459 -12.111 -2.164
H -1.703 -14.447 -2.975
H -0.010 -14.772 -2.696
H -1.366 -11.120 -1.990
H -2.303 -12.417 -2.626
C 4.033 -13.568 -1.275
O 3.570 -12.580 -1.810
N 3.806 -14.047 -0.072
N 4.832 -14.425 -1.849
H 3.067 -13.675 0.507
H 4.434 -14.774 0.239
H 5.206 -15.243 -1.390
H 5.136 -14.163 -2.776
C 0.349 -12.709 2.413
O 0.008 -13.434 3.321
N 1.554 -12.250 2.123
N -0.362 -12.334 1.382
H 2.095 -12.014 2.943
H 1.736 -11.807 1.234
H -1.049 -12.973 1.006
H 0.011 -11.656 0.733
C 0.283 -8.505 -3.073
O 0.877 -9.585 -3.178
N -0.485 -7.944 -3.955
N 0.343 -7.786 -1.943
H -1.072 -7.229 -3.551
H -0.874 -8.548 -4.665
H -0.171 -6.926 -1.812
H 0.957 -8.046 -1.184
C 2.629 -7.841 1.339
O 2.860 -7.565 0.148
N 2.995 -7.144 2.322
N 2.078 -8.930 1.702
H 3.557 -6.321 2.156
H 3.025 -7.571 3.237
H 2.017 -9.571 0.923
H 1.880 -9.128 2.672
C -1.616 -7.793 1.316
O -2.533 -7.166 0.928
N -1.008 -8.709 0.651
N -0.886 -7.605 2.342
H -1.335 -8.969 -0.268
H -0.125 -9.081 0.972
H -0.846 -6.609 2.508
H -0.077 -8.207 2.293
*
```

Values from the calculation:
Gap between HOMO and LUMO (alpha / beta), eV: 4.187 / 8.888
Highest occupied orbital energy (alpha / beta), eV: -4.01 / -8.84

Here are the natural (NBO) charges for atoms 1 to 5, given in e: atom 1 (Ni): 0.91, atom 2 (F): -0.90, atom 3 (C): 0.74, atom 4 (O): -0.68, atom 5 (N): -0.87

***

[5]
Computed, not measured: a molecular structure, C22H26IIrN4SSe2, with wB97M-V/def2-TZVPD.

ORCA input file:
```
! wB97M-V def2-TZVPD RIJCOSX def2/J DEFGRID3
* xyz 3 2
Ir -0.441 0.119 -0.545
C 1.850 3.376 1.062
C 0.798 2.457 0.546
N 1.011 1.216 0.268
N 2.244 0.624 0.460
C 2.420 -0.667 0.104
N 3.572 -1.242 0.389
S 1.183 -1.552 -0.716
C -0.614 2.859 0.367
C -1.092 4.093 0.758
C -2.453 4.366 0.636
C -3.287 3.390 0.132
C -2.744 2.167 -0.245
N -1.443 1.906 -0.146
H 2.813 3.181 0.589
H 1.957 3.270 2.146
H 1.599 4.413 0.858
H 2.897 1.090 1.077
H 4.325 -0.769 0.870
H 3.690 -2.230 0.218
H -0.427 4.838 1.169
H -2.844 5.327 0.943
H -4.351 3.551 0.035
H -3.369 1.373 -0.630
I -2.405 -1.308 -1.562
C -2.949 -1.945 0.368
C -4.023 -2.770 0.493
C -4.385 -3.202 1.785
C -3.655 -2.790 2.860
C -2.537 -1.931 2.717
C -1.802 -1.526 3.856
C -0.729 -0.704 3.718
C -0.344 -0.247 2.438
C -1.012 -0.599 1.291
C -2.144 -1.471 1.427
H -4.596 -3.097 -0.366
H -5.235 -3.858 1.907
H -3.923 -3.118 3.856
H -2.110 -1.882 4.830
H -0.163 -0.391 4.586
H 0.516 0.409 2.408
C 2.339 -3.303 -4.266
Se 1.091 -1.942 -3.713
C 2.195 -0.362 -3.981
C 1.368 0.878 -4.256
Se 0.109 1.442 -2.849
C -1.527 1.423 -3.901
H 3.275 -3.180 -3.725
H 2.500 -3.173 -5.337
H 1.885 -4.269 -4.060
H 2.866 -0.583 -4.811
H 2.793 -0.266 -3.075
H 0.777 0.783 -5.167
H 2.050 1.716 -4.396
H -1.466 2.214 -4.643
H -2.346 1.629 -3.215
H -1.671 0.456 -4.377
*
```

Values from the calculation:
Gap between HOMO and LUMO (alpha / beta), eV: 5.978 / 3.779
Highest occupied orbital energy (alpha / beta), eV: -15.44 / -15.44

Here are the natural (NBO) charges for atoms 1 to 5, given in e: atom 1 (Ir): 0.50, atom 2 (C): -0.71, atom 3 (C): 0.34, atom 4 (N): -0.23, atom 5 (N): -0.42

***

[6]
Computed, not measured: a single C2H7NS2 molecule in a non-equilibrium geometry, with wB97M-V/def2-TZVPD.

ORCA input file:
```
! wB97M-V def2-TZVPD RIJCOSX def2/J DEFGRID3
* xyz 0 1
C 1.367 0.727 -0.049
C 0.160 -0.333 -0.138
N -1.015 -0.005 0.655
S 0.691 -2.030 0.344
S -2.644 0.336 0.068
H 1.441 1.176 0.872
H 1.331 1.590 -0.802
H 2.248 0.249 -0.268
H -0.201 -0.450 -1.285
H -1.094 -0.474 1.499
H 0.427 -2.440 -0.962
H -2.711 1.654 0.067
*
```

Values from the calculation:
Gap between HOMO and LUMO, eV: 9.646
Highest occupied orbital energy, eV: -8.97

Here are the natural (NBO) charges for atoms 1 to 5, given in e: atom 1 (C): -0.61, atom 2 (C): -0.16, atom 3 (N): -0.79, atom 4 (S): -0.07, atom 5 (S): 0.16

***

[7]
Computed, not measured: 3 unconnected molecules or ions with the total composition C22H40BN2O6 in a non-equilibrium geometry, with wB97M-V/def2-TZVPD.

ORCA input file:
```
! wB97M-V def2-TZVPD RIJCOSX def2/J DEFGRID3
* xyz 1 1
C 2.195 0.478 2.086
C 2.113 -0.628 1.020
C 1.878 -2.049 1.541
C 0.446 -2.420 1.991
C -0.479 -1.241 2.309
C -0.982 -0.503 1.125
N -1.323 -1.090 0.034
C -1.703 -0.149 -1.038
B -2.405 -0.799 -2.317
O -1.999 -2.100 -2.550
N -3.350 -0.109 -3.115
C -3.739 -0.867 -4.317
C -2.902 1.259 -3.477
C -2.148 1.056 -0.218
C -1.164 0.996 0.969
C -1.632 1.661 2.258
C -1.518 3.174 2.180
C -0.211 3.786 1.941
O -1.354 3.747 0.933
H 2.907 1.245 1.792
H 1.236 0.970 2.256
H 2.517 0.053 3.036
H 3.076 -0.647 0.508
H 1.395 -0.375 0.231
H 2.577 -2.241 2.355
H 2.147 -2.735 0.737
H -0.008 -3.082 1.250
H 0.501 -3.018 2.900
H -1.377 -1.626 2.809
H -0.025 -0.549 3.012
H -1.304 -2.095 -0.114
H -0.720 0.160 -1.452
H -1.051 -2.167 -2.355
H -2.906 -0.995 -5.012
H -4.138 -1.836 -4.032
H -4.528 -0.322 -4.835
H -3.289 1.995 -2.774
H -3.297 1.504 -4.459
H -1.814 1.358 -3.533
H -2.063 1.977 -0.781
H -3.149 0.909 0.193
H -0.161 1.335 0.679
H -2.682 1.405 2.415
H -1.040 1.348 3.118
H -2.161 3.705 2.878
H 0.593 3.274 1.428
H -0.046 4.845 2.084
O 3.731 2.815 3.983
C 3.643 3.843 3.380
O 3.605 3.880 2.021
C 3.611 5.245 1.557
C 3.086 6.067 2.729
C 3.582 5.257 3.924
H 4.636 5.510 1.292
H 2.991 5.303 0.666
H 3.431 7.098 2.711
H 1.995 6.076 2.717
H 4.592 5.542 4.226
H 2.932 5.296 4.793
O 0.142 -3.744 -1.828
C 0.042 -4.696 -2.564
O 0.995 -4.998 -3.449
C 0.583 -6.113 -4.274
C -0.483 -6.832 -3.455
C -1.105 -5.675 -2.675
H 0.191 -5.711 -5.208
H 1.462 -6.715 -4.487
H -1.185 -7.388 -4.071
H -0.010 -7.531 -2.764
H -1.910 -5.180 -3.224
H -1.469 -5.947 -1.688
*
```

Values from the calculation:
Gap between HOMO and LUMO, eV: 9.189
Highest occupied orbital energy, eV: -11.95

Here are the Löwdin charges for atoms 1 to 5, given in e: atom 1 (C): -0.08, atom 2 (C): -0.23, atom 3 (C): -0.18, atom 4 (C): -0.16, atom 5 (C): -0.10

***

[8]
Computed, not measured: 6 unconnected molecules or ions with the total composition C43H57ClF40N3O9P2 in a non-equilibrium geometry, with wB97M-V/def2-TZVPD.

ORCA input file:
```
! wB97M-V def2-TZVPD RIJCOSX def2/J DEFGRID3
* xyz -1 1
C 6.963 1.922 0.724
C 6.001 0.873 -0.102
N 5.318 -0.024 0.907
C 4.638 -1.227 0.217
C 3.271 -0.855 -0.575
P 1.615 -1.184 0.321
Cl 2.467 -0.893 2.277
C 2.053 -3.039 0.279
N 2.556 -3.625 1.592
C -0.119 -1.574 0.976
C -0.302 -2.086 2.492
C -0.672 -0.944 3.627
C -2.291 -1.030 4.039
C 0.214 -1.125 5.035
C 0.238 0.316 5.835
C 1.141 1.482 5.121
C 2.601 1.708 5.288
C 3.310 3.039 4.563
C 3.522 0.708 6.204
O 0.916 -1.411 -1.299
C 0.879 -0.093 -2.016
N 1.255 0.670 -3.024
P 1.337 0.980 0.280
O 2.743 1.631 1.159
O 0.014 1.577 1.191
C 6.448 -0.701 1.711
C 7.698 -1.521 1.026
O 6.442 -0.659 3.072
H 6.989 3.017 0.250
H 6.518 2.086 1.820
H 8.025 1.452 0.869
H 5.150 1.541 -0.604
H 6.529 0.316 -0.986
H 4.609 -2.144 0.936
H 5.427 -1.531 -0.630
H 3.290 -1.466 -1.603
H 3.409 0.275 -0.941
H 1.160 -3.757 -0.057
H 2.917 -3.296 -0.505
H 3.389 -4.242 1.354
H 1.803 -4.246 1.964
H -0.537 -2.466 0.292
H -0.950 -0.738 0.780
H 0.512 -2.772 2.959
H -1.283 -2.775 2.477
H -0.495 0.158 3.293
H -2.440 -2.063 4.570
H -2.880 -1.042 3.006
H -2.616 -0.105 4.720
H 1.328 -1.426 4.834
H -0.258 -1.965 5.734
H 0.510 0.199 6.987
H -0.889 0.712 5.818
H 0.557 2.246 4.414
H 3.963 3.625 5.373
H 2.524 3.813 4.165
H 4.003 2.709 3.678
H 3.753 1.248 7.234
H 4.524 0.503 5.634
H 2.912 -0.262 6.448
H 2.462 2.483 1.640
H 0.258 2.420 1.699
H 8.750 -0.989 1.148
H 7.568 -1.747 -0.119
H 7.785 -2.579 1.571
C -1.235 2.086 -5.160
C -0.765 1.170 -6.299
C 0.392 1.717 -7.128
F 0.067 2.869 -7.760
F 0.742 0.836 -8.103
F -1.828 0.848 -7.084
F -0.358 -0.008 -5.727
O -2.384 2.890 -5.439
C -2.118 4.130 -6.092
C -2.776 4.224 -7.473
F -2.328 3.248 -8.305
F -2.486 5.408 -8.077
F -0.781 4.341 -6.128
F -2.625 5.092 -5.275
H -1.559 1.427 -4.346
H -0.417 2.673 -4.726
H 1.276 1.894 -6.509
H -3.863 4.131 -7.400
C -8.084 2.164 3.282
C -6.942 3.053 3.794
C -5.546 2.615 3.367
F -5.229 1.387 3.838
F -4.605 3.465 3.859
F -7.033 3.166 5.146
F -7.161 4.314 3.303
O -8.579 1.190 4.203
C -7.864 -0.045 4.230
C -7.224 -0.329 5.593
F -6.334 0.639 5.935
F -6.534 -1.500 5.578
F -6.972 -0.069 3.212
F -8.783 -1.007 3.944
H -8.940 2.829 3.108
H -7.872 1.731 2.298
H -5.447 2.608 2.278
H -7.981 -0.384 6.380
C -2.886 -0.300 -9.787
C -3.519 -1.537 -9.132
C -2.929 -2.871 -9.574
F -3.098 -3.090 -10.899
F -3.545 -3.902 -8.938
F -4.865 -1.504 -9.320
F -3.332 -1.417 -7.779
O -3.594 0.249 -10.900
C -3.307 -0.350 -12.163
C -4.536 -1.009 -12.798
F -5.034 -1.996 -12.009
F -4.223 -1.588 -13.988
F -2.261 -1.200 -12.029
F -2.865 0.662 -12.958
H -2.911 0.496 -9.032
H -1.820 -0.437 -10.002
H -1.861 -2.930 -9.343
H -5.332 -0.279 -12.967
C 8.767 0.366 5.301
C 9.025 -0.677 6.397
C 8.775 -0.190 7.820
F 9.589 0.836 8.160
F 9.021 -1.182 8.717
F 10.284 -1.173 6.258
F 8.184 -1.733 6.155
O 9.920 1.052 4.807
C 10.320 2.197 5.559
C 11.720 2.049 6.162
F 11.787 0.989 7.010
F 12.061 3.146 6.889
F 9.372 2.479 6.485
F 10.304 3.236 4.681
H 8.388 -0.185 4.431
H 7.956 1.057 5.559
H 7.737 0.128 7.955
H 12.473 1.904 5.382
C -6.583 -1.901 0.114
C -7.689 -1.030 -0.498
C -9.086 -1.637 -0.447
F -9.168 -2.793 -1.147
F -9.996 -0.793 -1.002
F -7.343 -0.691 -1.768
F -7.711 0.147 0.205
O -5.811 -2.672 -0.811
C -6.368 -3.936 -1.167
C -6.688 -4.041 -2.662
F -7.592 -3.102 -3.044
F -7.236 -5.249 -2.963
F -7.438 -4.194 -0.378
F -5.426 -4.860 -0.832
H -5.856 -1.211 0.561
H -6.939 -2.505 0.957
H -9.400 -1.829 0.583
H -5.788 -3.909 -3.268
*
```

Values from the calculation:
Gap between HOMO and LUMO, eV: 5.770
Highest occupied orbital energy, eV: -4.07

Here are the Löwdin charges for atoms 1 to 5, given in e: atom 1 (C): -0.11, atom 2 (C): -0.25, atom 3 (N): -0.12, atom 4 (C): -0.26, atom 5 (C): -0.34